# 1
Formula: C39H38AsN2O8S2Ta
Source: OMol25
Level of theory: the ωB97M-V functional and the def2-TZVPD basis

Structure (XYZ):
```
91
Properties=species:S:1:pos:R:3
Ta 0.065 0.123 -0.273
C -3.107 -0.127 -0.261
O -1.869 -0.894 -0.336
C -1.987 -2.166 -1.020
C -0.585 -2.551 -1.482
O 0.360 -2.009 -0.517
C 1.455 -2.925 -0.124
C 1.100 -3.784 1.055
O 1.275 -3.033 2.223
C 1.226 -3.853 3.390
H -3.834 -0.711 0.302
H -2.887 0.803 0.262
H -3.452 0.095 -1.268
H -2.412 -2.885 -0.322
H -2.647 -2.060 -1.882
H -0.484 -3.633 -1.528
H -0.347 -2.127 -2.456
H 1.685 -3.520 -1.005
H 2.304 -2.285 0.107
H 0.071 -4.166 0.981
H 1.774 -4.651 1.047
H 0.242 -4.321 3.490
H 1.998 -4.625 3.339
H 1.411 -3.212 4.246
O -2.644 2.674 -1.903
C -1.710 2.177 -2.458
N -1.178 2.381 -3.681
C 0.011 1.600 -4.011
C 0.069 0.794 -2.735
O 0.895 -0.063 -2.271
N -0.902 1.103 -1.891
C 1.278 2.454 -4.103
C 2.439 1.875 -4.608
C 3.610 2.611 -4.658
C 3.625 3.926 -4.213
C 2.469 4.502 -3.713
C 1.294 3.765 -3.647
C -0.212 0.733 -5.248
C 0.025 -0.636 -5.256
C -0.176 -1.373 -6.418
C -0.614 -0.744 -7.571
C -0.839 0.626 -7.568
C -0.634 1.363 -6.414
H -1.582 3.052 -4.315
H 2.429 0.856 -4.974
H 4.509 2.161 -5.056
H 4.538 4.503 -4.263
H 2.478 5.528 -3.371
H 0.401 4.223 -3.244
H 0.413 -1.131 -4.375
H 0.022 -2.436 -6.423
H -0.768 -1.315 -8.476
H -1.165 1.125 -8.470
H -0.781 2.437 -6.438
C -2.523 -3.821 4.861
C -2.701 -3.713 3.490
C -2.060 -2.698 2.791
C -1.242 -1.801 3.468
C -1.070 -1.900 4.846
C -1.712 -2.917 5.536
As -0.421 -0.324 2.541
C 1.134 0.270 3.491
C 2.401 -0.296 3.502
C 3.411 0.351 4.198
C 3.155 1.554 4.843
C 1.894 2.126 4.813
C 0.862 1.486 4.134
C -0.528 1.976 4.028
C -1.051 3.105 4.653
C -2.395 3.410 4.509
C -3.241 2.594 3.766
C -2.737 1.466 3.135
C -1.382 1.185 3.255
H -3.022 -4.609 5.408
H -3.341 -4.416 2.973
H -2.195 -2.605 1.722
H -0.438 -1.195 5.374
H -1.583 -3.004 6.606
H 2.597 -1.223 2.980
H 4.404 -0.077 4.228
H 3.952 2.059 5.373
H 1.721 3.068 5.316
H -0.420 3.738 5.262
H -2.794 4.286 5.001
H -4.293 2.833 3.690
H -3.399 0.803 2.591
O 1.981 0.108 0.179
S 2.311 1.647 0.242
O 3.190 1.915 1.315
O 2.540 2.141 -1.065
S 0.338 2.222 0.751
```

Results
frontier orbital gap	5.536	eV
charge	+2
2S+1	1
LUMO level	-7.72	eV

# 2
Formula: C39H38AsN3O2OsS
Source: OMol25
Level of theory: the ωB97M-V functional and the def2-TZVPD basis

Structure (XYZ):
```
85
Properties=species:S:1:pos:R:3
Os -0.367 0.926 -1.127
C 1.800 -0.474 -3.195
C 2.213 0.855 -2.657
C 3.500 1.337 -2.875
C 3.864 2.600 -2.457
C 2.900 3.443 -1.896
C 1.636 2.956 -1.713
N 1.326 1.640 -1.989
C 0.436 3.742 -1.403
C 0.306 5.117 -1.374
C -0.978 5.655 -1.326
C -2.089 4.821 -1.360
C -1.886 3.451 -1.372
N -0.646 2.950 -1.348
C -2.886 2.390 -1.527
C -4.230 2.618 -1.660
C -5.064 1.551 -1.994
C -4.499 0.316 -2.219
C -3.129 0.100 -2.066
C -2.572 -1.238 -2.424
N -2.337 1.130 -1.660
H 2.245 -0.599 -4.183
H 0.720 -0.578 -3.304
H 2.165 -1.286 -2.565
H 4.201 0.707 -3.408
H 4.873 2.961 -2.619
H 3.134 4.472 -1.660
H 1.172 5.762 -1.434
H -1.111 6.730 -1.317
H -3.085 5.240 -1.401
H -4.631 3.615 -1.544
H -6.129 1.703 -2.114
H -5.111 -0.519 -2.533
H -3.370 -1.976 -2.425
H -1.787 -1.571 -1.755
H -2.169 -1.195 -3.442
O 0.014 -0.927 -0.814
As 0.686 -2.136 0.321
C 1.679 -1.213 1.643
C 1.484 -1.556 2.978
C 2.308 -0.997 3.948
C 3.303 -0.100 3.583
C 3.491 0.243 2.245
C 2.684 -0.319 1.269
C 1.776 -3.250 -0.729
C 3.135 -3.358 -0.432
C 3.916 -4.226 -1.182
C 3.344 -4.962 -2.211
C 1.985 -4.850 -2.499
C 1.189 -3.995 -1.757
C -0.821 -3.041 0.995
C -1.952 -2.330 1.403
C -3.023 -3.019 1.941
C -2.960 -4.404 2.078
C -1.832 -5.104 1.675
C -0.751 -4.427 1.125
H 0.723 -2.273 3.262
H 2.185 -1.280 4.986
H 3.954 0.316 4.341
H 4.297 0.911 1.970
H 2.880 -0.108 0.221
H 3.577 -2.795 0.382
H 4.968 -4.336 -0.955
H 3.957 -5.642 -2.788
H 1.549 -5.442 -3.293
H 0.127 -3.928 -1.961
H -1.989 -1.251 1.288
H -3.912 -2.489 2.260
H -3.798 -4.940 2.504
H -1.791 -6.179 1.786
H 0.126 -4.976 0.807
O -0.639 1.179 0.797
S -1.214 2.465 1.596
C 0.079 2.793 2.822
C -0.293 1.983 4.060
C -1.813 2.064 4.165
C -2.351 1.687 2.783
H 0.020 3.871 2.995
H 1.036 2.553 2.358
H 0.203 2.393 4.939
H 0.031 0.948 3.939
H -2.134 3.070 4.439
H -2.218 1.378 4.909
H -3.358 2.034 2.561
H -2.269 0.615 2.588
```

Results
frontier orbital gap (alpha / beta)	5.809 / 5.811	eV
charge	+4
2S+1	1
LUMO level (alpha / beta)	-13.06 / -13.06	eV

# 3
Formula: C39H38Br2N2O4OsS
Source: OMol25
Level of theory: the ωB97M-V functional and the def2-TZVPD basis

Structure (XYZ):
```
87
Properties=species:S:1:pos:R:3
Os -1.325 -1.429 0.195
C 4.370 1.482 -1.660
C 3.070 1.833 -0.983
C 2.981 3.284 -0.550
O 2.879 0.981 0.128
C 1.506 0.687 0.232
C 1.084 0.618 -1.244
O 1.962 1.529 -1.868
C -0.375 1.012 -1.550
O -1.238 0.043 -1.031
C -0.684 1.078 -3.054
C 0.216 0.711 -4.048
C -0.192 0.707 -5.375
C -1.479 1.094 -5.721
C -2.377 1.477 -4.733
C -1.981 1.464 -3.407
C -0.687 2.378 -1.019
C -1.555 2.578 0.083
C -1.815 3.845 0.516
C -1.247 4.963 -0.157
C -0.403 4.792 -1.255
C -0.112 3.523 -1.679
C 1.351 -0.515 1.176
O -0.069 -0.661 1.402
C 1.950 -1.824 0.686
C 1.814 -2.929 1.526
C 2.337 -4.164 1.181
C 3.029 -4.314 -0.013
C 3.210 -3.215 -0.837
C 2.692 -1.975 -0.482
C 1.942 -0.097 2.518
C 1.228 0.774 3.337
C 1.762 1.211 4.538
C 3.023 0.787 4.933
C 3.746 -0.066 4.114
C 3.209 -0.506 2.914
H 5.198 1.627 -0.969
H 4.525 2.124 -2.526
H 4.362 0.444 -1.989
H 3.826 3.523 0.094
H 2.067 3.463 0.016
H 3.006 3.949 -1.413
H 0.968 1.511 0.731
H 1.180 -0.392 -1.659
H 1.228 0.429 -3.803
H 0.507 0.408 -6.144
H -1.781 1.101 -6.759
H -3.381 1.779 -4.997
H -2.697 1.715 -2.631
H -1.983 1.711 0.568
H -2.453 4.023 1.370
H -1.469 5.961 0.197
H 0.019 5.657 -1.746
H 0.554 3.342 -2.511
H 1.313 -2.806 2.478
H 2.221 -5.004 1.852
H 3.451 -5.273 -0.282
H 3.782 -3.310 -1.750
H 2.902 -1.127 -1.115
H 0.242 1.104 3.037
H 1.192 1.877 5.172
H 3.439 1.121 5.874
H 4.733 -0.395 4.411
H 3.787 -1.169 2.284
Br -3.027 -2.263 -1.639
C -1.680 -2.412 -3.055
Br -0.003 -2.990 -2.348
H -1.575 -1.413 -3.466
H -2.063 -3.139 -3.762
N -3.155 -5.429 1.421
C -2.901 -4.124 1.472
S -1.276 -3.643 1.153
N -3.927 -3.328 1.799
C -3.910 -1.942 2.111
C -4.949 -1.162 1.614
C -4.992 0.189 1.913
C -3.996 0.763 2.695
C -2.970 -0.023 3.195
C -2.920 -1.389 2.919
H -2.424 -6.063 1.138
H -4.009 -5.827 1.781
H -4.850 -3.743 1.768
H -5.721 -1.609 0.999
H -5.809 0.790 1.539
H -4.045 1.815 2.941
H -2.202 0.400 3.828
H -2.159 -2.006 3.379
```

Results
frontier orbital gap (alpha / beta)	6.618 / 4.511	eV
charge	+2
2S+1	5
<S²>	6.02
LUMO level (alpha / beta)	-6.50 / -8.60	eV

# 4
Formula: C39H38F3Ge2N2O3RhS2Te
Source: OMol25
Level of theory: the ωB97M-V functional and the def2-TZVPD basis

Structure (XYZ):
```
91
Properties=species:S:1:pos:R:3
Rh -0.429 -0.827 0.768
F 1.783 -2.636 4.900
C 1.281 -3.820 4.527
F 1.144 -4.569 5.629
F 2.191 -4.416 3.741
C -0.033 -3.676 3.807
C -1.019 -4.631 3.978
C -2.203 -4.531 3.261
C -2.350 -3.467 2.396
N -1.418 -2.524 2.226
C -0.256 -2.626 2.911
S 0.899 -1.389 2.465
H -0.858 -5.450 4.667
H -2.995 -5.257 3.377
H -3.267 -3.340 1.825
N -3.669 -0.129 2.471
C -3.109 1.056 2.064
C -2.144 1.077 1.065
C -1.480 2.340 0.616
C -2.199 3.553 1.095
C -3.194 3.509 2.015
C -3.614 2.284 2.559
S -1.515 5.096 0.609
O -0.295 5.288 1.329
O -2.527 6.098 0.648
O -1.099 4.805 -0.893
H -4.269 -0.097 3.277
H -3.074 -0.939 2.423
H -2.170 0.223 0.380
H -0.486 2.414 1.100
H -3.651 4.433 2.353
H -4.397 2.272 3.309
C 2.693 3.803 1.208
Ge 2.026 2.109 1.962
C 0.684 2.457 3.358
C 3.515 1.068 2.719
Ge 1.205 0.756 0.018
C 0.196 1.882 -1.260
C -1.206 2.331 -0.907
C -1.643 3.629 -1.574
C -1.167 3.718 -2.992
C -0.074 3.058 -3.379
C 0.681 2.208 -2.463
C 2.882 0.104 -0.790
C 3.833 1.065 -1.152
C 5.057 0.700 -1.692
C 5.368 -0.644 -1.867
C 4.452 -1.612 -1.483
C 3.227 -1.235 -0.949
H 3.599 4.096 1.744
H 1.945 4.586 1.323
H 2.937 3.730 0.148
H 1.194 2.577 4.316
H -0.016 1.622 3.454
H 0.129 3.374 3.150
H 4.174 1.738 3.277
H 4.104 0.583 1.938
H 3.153 0.305 3.410
H -1.875 1.579 -1.341
H -2.729 3.718 -1.521
H -1.692 4.386 -3.664
H 0.291 3.172 -4.394
H 1.658 1.857 -2.787
H 3.623 2.121 -1.019
H 5.773 1.465 -1.969
H 6.325 -0.932 -2.284
H 4.691 -2.664 -1.592
H 2.550 -2.009 -0.609
Te -0.269 -2.915 -0.791
C 0.758 -2.963 -2.631
C 0.887 -4.239 -3.171
C 1.491 -4.399 -4.411
C 1.961 -3.289 -5.100
C 1.830 -2.019 -4.552
C 1.231 -1.850 -3.313
C -2.020 -1.952 -1.476
C -1.923 -0.874 -2.354
C -3.080 -0.239 -2.788
C -4.321 -0.654 -2.327
C -4.415 -1.728 -1.448
C -3.269 -2.388 -1.034
H 0.522 -5.109 -2.639
H 1.594 -5.390 -4.832
H 2.434 -3.412 -6.066
H 2.205 -1.153 -5.084
H 1.161 -0.856 -2.882
H -0.959 -0.524 -2.702
H -3.002 0.593 -3.481
H -5.221 -0.151 -2.663
H -5.386 -2.063 -1.100
H -3.350 -3.255 -0.387
```

Results
frontier orbital gap (alpha / beta)	5.814 / 5.712	eV
charge	+1
2S+1	2
<S²>	0.89
LUMO level (alpha / beta)	-4.57 / -4.88	eV

# 5
Formula: C39H38N3O5STl
Source: OMol25
Level of theory: the ωB97M-V functional and the def2-TZVPD basis

Structure (XYZ):
```
87
Properties=species:S:1:pos:R:3
Tl -0.206 0.264 -0.014
O 1.904 -1.846 3.387
C 1.396 -1.314 2.299
O 0.298 -0.783 2.250
C 2.272 -1.445 1.098
C 3.502 -2.064 1.068
C 4.174 -2.115 -0.155
C 3.601 -1.560 -1.284
C 2.358 -0.945 -1.165
N 1.739 -0.906 0.001
C 1.652 -0.279 -2.345
O 2.194 -0.309 -3.420
O 0.513 0.290 -2.068
H 1.285 -1.741 4.127
H 3.922 -2.494 1.965
H 5.142 -2.596 -0.216
H 4.078 -1.579 -2.254
C 2.890 2.580 -0.835
C 3.019 2.236 0.625
C 4.272 2.019 1.192
C 4.412 1.786 2.550
C 3.297 1.792 3.378
C 2.025 1.996 2.858
C 0.814 2.061 3.748
C 1.917 2.188 1.479
N 0.596 2.222 0.916
C -0.077 3.265 0.666
C 0.392 4.654 0.926
C -1.481 3.054 0.088
C -2.381 4.235 -0.029
N -1.807 1.875 -0.249
C -3.121 1.507 -0.707
C -3.371 1.455 -2.077
C -2.317 1.817 -3.085
C -4.644 1.052 -2.467
C -5.608 0.715 -1.530
C -5.320 0.773 -0.175
C -4.063 1.171 0.266
C -3.744 1.273 1.734
H 3.739 2.199 -1.400
H 2.883 3.666 -0.968
H 1.980 2.195 -1.295
H 5.147 2.054 0.555
H 5.395 1.627 2.972
H 3.415 1.653 4.445
H 1.087 1.853 4.781
H 0.045 1.348 3.444
H 0.365 3.057 3.729
H 1.406 4.649 1.320
H -0.267 5.153 1.639
H 0.366 5.237 0.004
H -2.492 4.728 0.939
H -3.358 3.946 -0.404
H -1.939 4.968 -0.709
H -1.829 2.764 -2.845
H -2.757 1.918 -4.075
H -1.531 1.060 -3.138
H -4.879 1.010 -3.523
H -6.592 0.407 -1.858
H -6.078 0.514 0.554
H -4.518 0.792 2.328
H -3.682 2.314 2.060
H -2.790 0.796 1.985
O -1.502 -1.459 -0.248
S -2.820 -1.951 0.399
C -2.439 -3.553 1.020
C -2.365 -3.665 2.404
C -2.020 -4.887 2.963
C -1.753 -5.969 2.135
C -1.833 -5.845 0.751
C -2.181 -4.634 0.182
C -3.834 -2.323 -1.011
C -5.138 -2.735 -0.764
C -5.955 -3.030 -1.841
C -5.470 -2.902 -3.138
C -4.169 -2.480 -3.364
C -3.333 -2.183 -2.293
H -2.597 -2.812 3.031
H -1.977 -5.002 4.037
H -1.494 -6.925 2.571
H -1.637 -6.700 0.118
H -2.264 -4.529 -0.892
H -5.508 -2.830 0.250
H -6.971 -3.360 -1.670
H -6.112 -3.136 -3.977
H -3.796 -2.385 -4.375
H -2.316 -1.850 -2.451
```

Results
frontier orbital gap	7.523	eV
charge	+2
2S+1	1
LUMO level	-6.33	eV